(w)
Density functional theory data (ωB97M-V/def2-TZVPD) for a cluster of 2 separate species, C3H2O3 in total.

* 2S+1: 1
* HOMO: -0.330 Eh
* HOMO-LUMO gap: 9.4 eV
* lowest unoccupied orbital energy: 0.438 eV
* net charge: 0

CARTESIAN COORDINATES (ANGSTROEM)
1 O -2.5547 0.1322 0.6580
2 C -1.4952 0.0407 1.0466
3 C 0.2938 0.5264 -1.0861
4 O -0.3637 1.2885 -1.6857
5 C 0.9914 -0.3626 -0.3963
6 O 1.3388 -0.1474 0.9207
7 H 0.5093 -0.1906 1.4267
8 H 1.2804 -1.2872 -0.8841

Löwdin population analysis, charges in e, atoms 1 to 6: 0.111 0.072 -0.187 0.164 -0.232 -0.058

***

(x)
Density functional theory data (ωB97M-V/def2-TZVPD) for the molecule C3H2O3.

* 2S+1: 1
* HOMO: -0.370 Eh
* SMILES string: O=CC(=O)C=O
* HOMO-LUMO gap: 8.9 eV
* lowest unoccupied orbital energy: -1.182 eV
* net charge: 0

CARTESIAN COORDINATES (ANGSTROEM)
1 O -0.5154 -0.8533 1.8424
2 C -0.2981 -1.0971 0.6838
3 C 0.5389 -0.1243 -0.1523
4 O 1.6848 -0.3699 -0.4428
5 C -0.1043 1.1910 -0.5918
6 O -1.2876 1.3835 -0.4898
7 H -0.6250 -2.0372 0.1983
8 H 0.6068 1.9073 -1.0480

Löwdin population analysis, charges in e, atoms 1 to 6: 0.101 -0.161 -0.295 0.136 -0.158 0.103

***

(y)
Density functional theory data (ωB97M-V/def2-TZVPD) for a cluster of 2 separate species, C3H2O3 in total.

* 2S+1: 1
* HOMO: -0.381 Eh
* HOMO-LUMO gap: 10.6 eV
* lowest unoccupied orbital energy: 0.229 eV
* net charge: 0

CARTESIAN COORDINATES (ANGSTROEM)
1 C -1.8316 -0.4387 -0.0805
2 C 1.2866 0.0616 0.1775
3 C 1.4377 1.2809 -0.6012
4 O -1.6216 -1.4715 -0.5121
5 O -2.2303 0.5388 0.4513
6 O 0.2549 0.7124 -0.5748
7 H 1.6284 -0.8525 -0.1731
8 H 1.0760 0.1690 1.3128

Löwdin population analysis, charges in e, atoms 1 to 6: -0.450 -0.173 0.080 0.231 0.178 -0.079

***

(z)
Density functional theory data (ωB97M-V/def2-TZVPD) for the molecule C3H2O3.

* 2S+1: 1
* HOMO: -0.361 Eh
* SMILES string: O=CC(=O)C=O
* HOMO-LUMO gap: 8.2 eV
* lowest unoccupied orbital energy: -1.611 eV
* net charge: 0

CARTESIAN COORDINATES (ANGSTROEM)
1 O -2.0869 0.6277 0.8994
2 C -0.9187 0.3801 0.7702
3 C -0.1976 0.3299 -0.5950
4 O -0.5271 0.9024 -1.6026
5 C 1.0331 -0.5556 -0.4356
6 O 1.6224 -0.5164 0.6204
7 H -0.2216 0.0937 1.5809
8 H 1.2964 -1.2618 -1.2377

Löwdin population analysis, charges in e, atoms 1 to 6: 0.113 -0.161 -0.287 0.154 -0.151 0.074

***

Which structure is the most stable? The one labeled (x).

***

(w)
Density functional theory data (ωB97M-V/def2-TZVPD) for a cluster of 12 separate species, H24O12 in total.

* 2S+1: 1
* HOMO: -0.379 Eh
* SMILES string: O.O.O.O.O.O.O.O.O.O.O.O
* HOMO-LUMO gap: 10.7 eV
* lowest unoccupied orbital energy: 0.415 eV
* net charge: 0

CARTESIAN COORDINATES (ANGSTROEM)
1 O -1.1400 2.3061 2.1868
2 H -1.6414 2.6902 2.8143
3 H -0.2409 2.4725 2.4073
4 O 1.7119 2.9798 -0.9164
5 H 2.0636 3.4745 -1.7135
6 H 0.6808 3.2143 -0.7758
7 O -1.9069 -2.1235 -1.7682
8 H -2.8159 -2.1866 -2.0024
9 H -1.6408 -2.8939 -1.4162
10 O 1.7429 -2.0981 -2.0384
11 H 1.9389 -1.2298 -1.6040
12 H 0.8282 -2.1565 -2.3084
13 O 0.9347 -0.5317 1.7086
14 H 1.4778 -1.3810 1.6159
15 H 1.0314 -0.3368 0.7664
16 O -1.1235 0.5082 -2.1757
17 H -1.5580 -0.0238 -1.4474
18 H -1.4671 0.1762 -2.9709
19 O -1.7572 -0.0676 1.2394
20 H -1.9367 0.5876 1.8809
21 H -0.8130 -0.3448 1.3632
22 O 1.3311 0.4488 -1.2204
23 H 1.5317 1.4319 -1.0924
24 H 0.5743 0.4713 -1.8310
25 O -1.3380 -3.6394 0.2386
26 H -1.4927 -3.3108 1.0698
27 H -0.4609 -3.9504 0.3901
28 O -0.9241 3.2176 -0.5100
29 H -1.3268 2.3906 -0.9026
30 H -1.2595 3.2563 0.5119
31 O 1.3495 -3.0055 0.4168
32 H 2.1477 -3.3561 0.6965
33 H 1.4060 -2.7154 -0.5700
34 O 1.2658 2.2186 2.7777
35 H 1.2400 1.4720 3.2287
36 H 1.5871 2.0350 1.9506

Löwdin population analysis, charges in e, atoms 1 to 6: -0.007 0.010 -0.027 -0.132 0.091 0.061

***

(x)
Density functional theory data (ωB97M-V/def2-TZVPD) for a cluster of 12 separate species, H24O12 in total.

* 2S+1: 1
* HOMO: -0.388 Eh
* SMILES string: O.O.O.O.O.O.O.O.O.O.O.O
* HOMO-LUMO gap: 10.3 eV
* lowest unoccupied orbital energy: -0.290 eV
* net charge: 0

CARTESIAN COORDINATES (ANGSTROEM)
1 O -0.1312 0.1624 -4.4928
2 H -0.3332 -0.5664 -5.0933
3 H -0.5722 -0.0676 -3.6636
4 O -0.2542 -2.2235 3.1619
5 H -0.8820 -1.6981 2.6108
6 H -0.6341 -2.2476 4.0482
7 O -0.1230 -3.4499 -0.0164
8 H -0.2186 -2.4684 0.0155
9 H 0.7766 -3.6306 0.2682
10 O 2.4464 -1.5556 2.6534
11 H 1.4598 -1.6569 2.7155
12 H 2.7231 -2.1216 1.9222
13 O -0.0243 -0.5747 -0.4741
14 H -0.9576 -0.4750 -0.7728
15 H 0.0384 -0.0670 0.3517
16 O 1.9874 -1.9799 -2.3418
17 H 2.3234 -1.3102 -2.9513
18 H 1.2859 -1.5209 -1.8555
19 O -2.3441 -0.3048 -2.0879
20 H -3.2096 -0.0754 -1.7238
21 H -2.5398 -0.9317 -2.7992
22 O -2.0233 -0.2945 1.8856
23 H -1.7676 0.4089 2.5047
24 H -2.5954 0.1443 1.2472
25 O 1.6761 2.7728 -0.2265
26 H 1.6082 2.1172 0.4971
27 H 2.4272 3.3241 0.0164
28 O -1.6337 2.8413 -2.0527
29 H -1.1671 2.1759 -1.5256
30 H -1.3662 3.6894 -1.6819
31 O 2.3263 1.1537 2.0475
32 H 2.4757 0.2132 2.3139
33 H 2.8925 1.6705 2.6324
34 O -1.1155 2.5353 1.1703
35 H -0.5409 3.1735 0.7255
36 H -2.0132 2.8378 0.9716

Löwdin population analysis, charges in e, atoms 1 to 6: -0.053 0.039 0.000 -0.058 0.024 0.060

***

(y)
Density functional theory data (ωB97M-V/def2-TZVPD) for a structure of composition H24O12.

* 2S+1: 1
* HOMO: -0.334 Eh
* HOMO-LUMO gap: 8.7 eV
* lowest unoccupied orbital energy: -0.344 eV
* net charge: 0

CARTESIAN COORDINATES (ANGSTROEM)
1 H -0.9217 -0.2387 0.4116
2 H -0.0228 -0.0025 1.6142
3 H 0.4392 -3.0721 -2.4802
4 H 1.7506 -2.4001 -2.1080
5 H 0.8319 0.8252 0.0920
6 H 1.6448 1.8375 0.8822
7 H 4.0141 0.0124 2.2216
8 H 3.5751 0.2937 3.6492
9 H -2.7982 1.0919 -1.6730
10 H -2.7476 -0.2238 -0.9139
11 H -3.1486 -2.1260 -0.6503
12 H -4.0842 -3.2907 -0.9297
13 H -5.0524 0.8902 1.7859
14 H -3.6794 1.2586 2.3239
15 H 2.3195 0.1609 0.7883
16 H 3.3989 -0.9041 0.8916
17 H -2.9481 -1.2033 2.0463
18 H -4.3779 -0.8012 2.3686
19 H 3.1210 -0.4699 -3.5656
20 H 2.4065 0.3973 -2.5420
21 H 0.4373 1.1634 -1.7103
22 H -0.9796 0.6717 -1.9564
23 H 4.0762 3.6233 0.2252
24 H 3.4049 2.2936 0.5276
25 O -0.4586 -0.7040 1.1173
26 O 1.2592 -3.2217 -1.9963
27 O 0.9429 1.7734 0.2247
28 O 3.2369 0.2287 2.7490
29 O -3.0699 0.1691 -1.7329
30 O -3.2181 -2.9387 -1.1639
31 O -4.5262 0.8853 2.5935
32 O 3.0668 -0.2128 0.3078
33 O -3.5230 -0.4330 2.1186
34 O 2.6487 0.3654 -3.4744
35 O -0.2282 1.0784 -2.4023
36 O 3.2100 3.2225 0.3600

Löwdin population analysis, charges in e, atoms 1 to 6: 0.017 0.040 0.038 0.012 -0.009 0.020

***

(z)
Density functional theory data (ωB97M-V/def2-TZVPD) for a structure of composition H24O12.

* 2S+1: 1
* HOMO: -0.323 Eh
* HOMO-LUMO gap: 9.0 eV
* lowest unoccupied orbital energy: 0.234 eV
* net charge: 0

CARTESIAN COORDINATES (ANGSTROEM)
1 O -0.0918 -2.4482 -0.8620
2 H -0.3660 -1.9399 -0.0987
3 H 0.0336 -3.3359 -0.5268
4 O -0.9470 -0.1349 -2.0447
5 H -1.3883 0.2866 -2.7822
6 H -0.8555 -1.0498 -2.3110
7 O 0.2418 1.4958 -1.4654
8 H -0.3895 0.8893 -1.8526
9 H -0.2166 1.8721 -0.7141
10 O -0.8661 -2.1823 0.8589
11 H -1.3057 -2.6615 1.5613
12 H -0.8926 -1.2675 1.1392
13 O 0.9134 0.8108 1.7822
14 H 1.2805 0.1375 2.3550
15 H 1.4453 0.7661 0.9877
16 O -0.5565 0.0153 0.1083
17 H 0.0842 -0.4478 -0.4314
18 H -0.1232 0.8355 0.3444
19 O 1.4993 0.9118 -0.1539
20 H 0.8803 1.2943 -0.7758
21 H 1.9270 0.2086 -0.6427
22 O 1.2488 -0.1867 -2.5672
23 H 1.6260 0.6776 -2.4027
24 H 0.3986 -0.1650 -2.1280
25 O -0.5027 -0.5180 2.2678
26 H -0.0403 0.2917 2.0513
27 H -0.4290 -0.5893 3.2195
28 O 1.4806 -0.9770 -0.0802
29 H 2.2984 -1.0064 0.4163
30 H 0.8999 -1.5848 0.3777
31 O -2.0485 0.6885 1.6541
32 H -1.3986 0.0003 1.5115
33 H -2.2613 1.0034 0.7756
34 O -0.7630 2.4944 -0.0007
35 H -0.6051 2.7103 0.9183
36 H -0.2105 3.1048 -0.4890

Löwdin population analysis, charges in e, atoms 1 to 6: -0.075 -0.199 0.081 0.071 0.159 0.132

***

Which structure is the most stable? The one labeled (x).

***

(w)
Density functional theory data (ωB97M-V/def2-TZVPD) for a cluster of 2 separate species, C2H2BrF3 in total.

* 2S+1: 1
* HOMO (spin up / spin down): -0.352 / -0.324 Eh
* HOMO-LUMO gap (spin up / spin down): 10.0 / 7.7 eV
* lowest unoccupied orbital energy (spin up / spin down): 0.418 / -1.117 eV
* net charge: 0

CARTESIAN COORDINATES (ANGSTROEM)
1 C 1.9613 0.6334 0.1778
2 C -1.5715 -0.4799 -0.0838
3 F 1.5422 -0.2855 -0.6939
4 F 3.1409 0.2516 0.7392
5 F -1.3148 0.3395 -1.1240
6 Br -3.2423 -0.0960 0.7583
7 H 1.1351 1.1597 0.6661
8 H -1.6510 -1.5228 -0.4398

Löwdin population analysis, charges in e, atoms 1 to 6: -0.163 -0.591 0.024 0.027 -0.093 0.645

***

(x)
Density functional theory data (ωB97M-V/def2-TZVPD) for a cluster of 2 separate species, C2H2BrF3 in total.

* 2S+1: 1
* HOMO (spin up / spin down): -0.321 / -0.304 Eh
* HOMO-LUMO gap (spin up / spin down): 9.0 / 8.9 eV
* lowest unoccupied orbital energy (spin up / spin down): 0.310 / 0.645 eV
* net charge: 0

CARTESIAN COORDINATES (ANGSTROEM)
1 C 0.7773 -1.0242 -0.3741
2 C -1.5989 0.6855 0.3351
3 F 1.6029 -0.7207 0.6443
4 F 0.3412 -2.2604 -0.4198
5 F -1.3183 1.7322 -0.4496
6 Br -2.9630 -0.4952 0.0439
7 H 1.2015 -0.4516 -1.1435
8 H -1.1750 0.9864 1.3544

Löwdin population analysis, charges in e, atoms 1 to 6: -0.215 -0.738 0.022 0.080 -0.077 0.734

***

Which structure is the most stable? The one labeled (w).

***

(w)
Density functional theory data (ωB97M-V/def2-TZVPD) for a structure of composition C6H9N2.

* 2S+1: 1
* HOMO: -0.497 Eh
* HOMO-LUMO gap: 9.1 eV
* lowest unoccupied orbital energy: -4.419 eV
* net charge: +1

CARTESIAN COORDINATES (ANGSTROEM)
1 C -1.6585 -0.9204 0.2346
2 C -2.1816 0.3709 -0.0708
3 C -0.4197 -1.3764 0.1275
4 C -1.3407 1.4534 -0.2218
5 C 0.6997 -0.5202 -0.3835
6 C 0.4866 0.9041 0.0455
7 N 1.4844 1.6591 0.3306
8 N 1.9820 -1.0375 -0.0018
9 H -2.4502 -1.5472 0.6991
10 H -3.1758 0.6171 -0.3203
11 H -0.1711 -2.3751 0.5452
12 H -1.5116 2.5228 -0.3347
13 H 0.3668 -0.2653 -1.4358
14 H 1.3031 2.6019 0.3673
15 H 2.3360 1.1826 0.5151
16 H 1.7219 -1.7687 0.6584
17 H 2.5285 -1.5013 -0.7545

Löwdin population analysis, charges in e, atoms 1 to 6: -0.106 -0.086 -0.039 0.145 -0.358 -0.022

***

(x)
Density functional theory data (ωB97M-V/def2-TZVPD) for the ion C6H9N2 with charge +1.

* 2S+1: 1
* HOMO: -0.554 Eh
* SMILES string: CC1=NC=[N+]=C[C@@H]1C
* HOMO-LUMO gap: 9.0 eV
* lowest unoccupied orbital energy: -6.063 eV
* net charge: +1

CARTESIAN COORDINATES (ANGSTROEM)
1 C -0.3182 -2.0190 -0.7455
2 C 0.1128 -0.6778 -0.1840
3 N 0.4813 -0.7380 1.0967
4 C 1.6418 -0.2860 1.3085
5 N 2.2857 0.3780 0.2982
6 C 1.5634 0.7281 -0.6496
7 C 0.0147 0.6106 -0.8189
8 C -0.3869 1.9518 -0.1510
9 H 0.0537 -2.7861 -0.0636
10 H 0.2813 -2.1883 -1.6681
11 H -1.4147 -2.0095 -1.1613
12 H 2.0252 -0.4221 2.2613
13 H 2.0781 1.4479 -1.4367
14 H -0.4157 0.5588 -1.7689
15 H -0.0454 2.7958 -0.7951
16 H -0.1238 2.0730 0.8935
17 H -1.4602 1.8574 -0.2695

Löwdin population analysis, charges in e, atoms 1 to 6: 0.043 -0.225 0.205 -0.090 0.138 -0.071

***

(y)
Density functional theory data (ωB97M-V/def2-TZVPD) for the ion C6H9N2 with charge +1.

* 2S+1: 1
* HOMO: -0.519 Eh
* SMILES string: CC1=CCN=C[NH+]=C1
* HOMO-LUMO gap: 8.2 eV
* lowest unoccupied orbital energy: -5.925 eV
* net charge: +1

CARTESIAN COORDINATES (ANGSTROEM)
1 C 1.0314 -1.7150 -1.2902
2 C 0.3738 -0.5279 -0.5959
3 C 1.1155 0.6335 -0.3905
4 C 0.5475 1.8270 0.4105
5 N -0.7010 1.9154 1.1390
6 C -1.5523 1.0720 1.3275
7 N -1.5798 -0.2954 0.8831
8 C -0.7514 -0.8921 0.1354
9 H 1.8951 -1.6281 -1.9175
10 H 0.4022 -2.1559 -2.0986
11 H 1.1129 -2.6156 -0.6534
12 H 2.0628 1.0475 -0.7891
13 H 1.2340 2.1919 1.1350
14 H 0.6612 2.6551 -0.3057
15 H -2.5199 1.2783 1.7298
16 H -2.2396 -0.8755 1.3364
17 H -1.0925 -1.9151 -0.0559

Löwdin population analysis, charges in e, atoms 1 to 6: -0.054 -0.208 0.124 -0.153 0.120 -0.125

***

(z)
Density functional theory data (ωB97M-V/def2-TZVPD) for the ion C6H9N2 with charge +1.

* 2S+1: 1
* HOMO (spin up / spin down): -0.480 / -0.489 Eh
* HOMO-LUMO gap (spin up / spin down): 7.5 / 7.7 eV
* lowest unoccupied orbital energy (spin up / spin down): -5.537 / -5.626 eV
* net charge: +1

CARTESIAN COORDINATES (ANGSTROEM)
1 C -1.3819 -1.1050 -0.5007
2 C -0.6863 -0.0994 -1.0646
3 C -0.3155 0.5810 1.6039
4 C 2.5432 1.1341 -1.3780
5 C 1.2693 1.2859 -0.9383
6 C -0.9829 -1.5700 0.8082
7 N 0.5240 0.1563 -0.5191
8 N -1.0067 -0.4451 1.7681
9 H -2.3565 -1.5294 -0.9195
10 H -1.1599 0.4318 -1.9058
11 H -0.1898 1.5707 2.1385
12 H 3.0262 2.0494 -1.9281
13 H 3.1764 0.2584 -1.1453
14 H 0.7278 2.1363 -0.9366
15 H -1.5447 -2.3369 1.2846
16 H 0.0158 -1.9172 0.9845
17 H -1.6585 -0.6009 2.6481

Löwdin population analysis, charges in e, atoms 1 to 6: -0.042 -0.159 0.195 0.099 -0.209 -0.159

***

Which structure is the most stable? The one labeled (y).

***

(w)
Density functional theory data (ωB97M-V/def2-TZVPD) for a cluster of 2 separate species, BrH3P2 in total.

* 2S+1: 1
* HOMO (spin up / spin down): -0.343 / -0.312 Eh
* HOMO-LUMO gap (spin up / spin down): 8.0 / 7.7 eV
* lowest unoccupied orbital energy (spin up / spin down): -1.314 / -0.799 eV
* net charge: 0

CARTESIAN COORDINATES (ANGSTROEM)
1 P -0.6146 0.9671 0.1754
2 P 0.6632 -0.6445 -0.4395
3 Br 1.5852 -1.0898 1.4975
4 H 0.4362 1.8985 0.2003
5 H -0.9307 1.2823 -1.1499
6 H -1.1393 -2.4136 -0.2837

Löwdin charges, unit e, in atom order: 0.326 -0.048 0.029 -0.161 -0.174 0.028

***

(x)
Density functional theory data (ωB97M-V/def2-TZVPD) for the molecule BrH3P2.

* 2S+1: 1
* HOMO: -0.286 Eh
* SMILES string: [PH3]=PBr
* HOMO-LUMO gap: 7.2 eV
* lowest unoccupied orbital energy: -0.545 eV
* net charge: 0

CARTESIAN COORDINATES (ANGSTROEM)
1 P 0.5034 -0.0682 -0.1823
2 P -1.4124 -1.0148 0.2416
3 Br -2.8805 0.6736 -0.2350
4 H 1.0090 0.9898 0.7818
5 H 1.2220 -0.8893 0.6192
6 H 1.5585 0.3090 -1.2253

Löwdin charges, unit e, in atom order: 0.327 -0.020 -0.083 -0.040 -0.142 -0.041

***

Which structure is the most stable? The one labeled (x).